The following is a DFT calculation (wB97M-V/def2-TZVPD) of 3 unconnected molecules or ions with the total composition C3H9NO3.

The geometry in XYZ format:
```
16
Properties=species:S:1:pos:R:3:lowdin_charge:R:1
C 1.746 -1.487 -0.281 -0.2606
O -0.922 -1.035 -0.543 -0.1693
O 0.582 -2.024 -0.011 -0.1174
O -1.913 -1.780 0.075 -0.0616
H -1.860 -2.637 -0.380 0.0946
H 1.560 -0.212 -0.418 0.0809
H 2.242 -1.818 -1.206 0.0799
H 2.408 -1.380 0.595 0.0913
C -1.215 1.893 0.453 -0.0533
C 0.049 1.120 0.532 -0.2417
N 0.979 1.085 -0.339 0.0793
H 0.795 1.594 -1.203 0.0997
H 0.191 0.493 1.409 0.1303
H -1.231 2.573 -0.400 0.0811
H -2.021 1.161 0.342 0.0838
H -1.391 2.453 1.374 0.0829
```

Summary:
LUMO energy (alpha / beta): -0.1 / 0.3 eV
HOMO (alpha / beta): -8.791 / -8.000 eV
ΔE to the lowest compared entry with this formula, charge and spin: 855.4 kJ/mol
HOMO-LUMO gap (alpha / beta): 8.720 / 8.278 eV

***

The following is a DFT calculation (wB97M-V/def2-TZVPD) of a single C2H5N3 molecule.

The geometry in XYZ format:
```
10
Properties=species:S:1:pos:R:3:lowdin_charge:R:1
C 0.419 0.374 -0.024 -0.3632
C 0.723 -1.061 -0.097 -0.0621
N -2.060 0.575 0.361 0.0602
N 1.462 1.104 0.242 0.1314
N -1.121 0.460 -0.420 -0.0078
H -2.920 0.488 -0.106 0.0331
H 0.224 -1.529 -0.839 0.0424
H 0.316 -1.381 0.806 0.0793
H 1.695 -1.121 -0.310 0.0433
H 1.260 2.091 0.387 0.0433
```

Summary:
LUMO energy: 0.6 eV
HOMO: -9.046 eV
ΔE to the lowest compared entry with this formula, charge and spin: 278.9 kJ/mol
HOMO-LUMO gap: 9.623 eV

***

The following is a DFT calculation (wB97M-V/def2-TZVPD) of a molecular structure, C27H33BiN7S4.

The geometry in XYZ format:
```
72
Properties=species:S:1:pos:R:3:lowdin_charge:R:1
Bi 0.404 -0.185 -1.045 1.5248
C 4.240 -1.115 -1.543 -0.5360
C 3.665 -1.642 -0.271 -0.4472
S 2.620 -0.382 0.611 0.7960
C 2.022 -1.204 2.078 -0.5092
C 1.170 -2.440 1.932 -0.4499
S -0.272 -2.226 0.814 0.8207
C 0.014 -3.793 -0.142 -0.4463
C -0.608 -3.775 -1.543 -0.4909
S 0.136 -2.627 -2.714 0.7939
C 1.805 -3.273 -3.026 -0.4841
C 2.770 -2.256 -3.709 -0.4058
S 3.063 -0.606 -2.807 0.8092
H 4.993 -1.870 -1.892 0.1289
H 4.855 -0.219 -1.398 0.0925
H 4.479 -1.668 0.429 0.0899
H 3.088 -2.557 -0.340 0.0696
H 1.513 -0.421 2.654 0.0633
H 2.950 -1.521 2.680 0.1391
H 0.742 -2.694 2.891 0.0948
H 1.714 -3.291 1.561 0.0736
H -0.341 -4.605 0.458 0.0943
H 1.096 -3.956 -0.213 0.0649
H -1.643 -3.491 -1.530 0.0716
H -0.597 -4.827 -1.932 0.1251
H 1.722 -4.193 -3.600 0.1021
H 2.179 -3.658 -2.132 0.0349
H 2.427 -2.060 -4.775 0.1130
H 3.723 -2.761 -3.761 0.0802
N 0.918 3.079 4.845 0.1342
C 1.205 3.545 3.633 -0.1163
N 0.840 3.057 2.452 0.1325
C -0.012 1.975 2.500 -0.3048
N -0.431 1.280 1.496 0.0330
N -0.116 1.727 0.193 -0.1721
C -0.184 2.900 -0.229 -0.0695
C 0.217 3.154 -1.574 -0.2684
C 0.070 4.395 -2.115 0.0589
C 0.213 4.507 -3.539 0.0093
C 0.691 3.461 -4.229 -0.0247
C 0.791 2.244 -3.589 -0.1510
N 0.541 2.099 -2.351 -0.0092
C -0.316 1.321 3.809 -0.1179
C -1.143 0.216 3.907 -0.0433
C -1.490 -0.340 5.127 -0.0341
C -1.047 0.245 6.342 -0.0438
C -0.149 1.257 6.248 0.0112
C 0.216 1.889 4.976 -0.1294
H 1.374 3.619 5.610 0.1998
H 1.791 4.502 3.535 0.1658
H -0.476 3.739 0.408 0.1541
H -0.157 5.291 -1.534 0.1405
H -0.037 5.379 -4.146 0.1400
H 0.852 3.501 -5.304 0.1371
H 1.256 1.404 -4.114 0.1093
H -1.572 -0.151 2.965 0.0969
H -2.214 -1.103 5.214 0.1013
H -1.425 -0.155 7.302 0.1402
H 0.267 1.657 7.203 0.1365
N -6.238 -0.125 -1.951 0.1773
C -4.902 -0.043 -1.812 -0.2758
C -4.062 0.000 -2.945 0.0131
C -2.698 0.004 -2.750 -0.1362
N -2.058 -0.075 -1.547 -0.1311
C -2.900 0.010 -0.470 -0.1581
C -4.285 0.036 -0.525 0.0280
H -6.663 -0.137 -2.863 0.1279
H -6.861 0.098 -1.205 0.1219
H -4.427 -0.102 -3.955 0.1271
H -2.121 -0.132 -3.624 0.0980
H -2.369 -0.045 0.464 0.0563
H -4.815 0.134 0.411 0.1223
```

Summary:
LUMO energy: -8.2 eV
HOMO: -15.640 eV
ΔE to the lowest compared entry with this formula, charge and spin: 130.1 kJ/mol
Charge: +3
HOMO-LUMO gap: 7.452 eV

***

The following is a DFT calculation (wB97M-V/def2-TZVPD) of 2 unconnected molecules or ions with the total composition C3H5Cl.

The geometry in XYZ format:
```
9
Properties=species:S:1:pos:R:3:lowdin_charge:R:1
C 0.795 0.318 -0.319 -0.2591
C 1.829 -0.319 0.188 -0.7118
C -0.568 -0.103 0.055 -0.1334
Cl 3.452 0.114 0.041 0.6178
H 1.222 1.621 -1.061 0.2279
H 1.599 -1.134 0.789 0.0428
H -1.289 0.025 -0.671 0.0383
H -0.614 -1.196 0.419 0.1199
H -0.847 0.525 0.851 0.0577
```

Summary:
LUMO energy: 1.0 eV
HOMO: -9.311 eV
ΔE to the lowest compared entry with this formula, charge and spin: 201.8 kJ/mol
HOMO-LUMO gap: 10.356 eV

***

- Which of these has the highest ΔE to the lowest compared entry with this formula, charge and spin?
  C3H9NO3

***

- What is the formula in the first record?
  C3H9NO3